1.
Formula: C33H30N8O4SSiSn
Source: OMol25
Level of theory: ωB97M-V with the def2-TZVPD basis set

```
78
Properties=species:S:1:pos:R:3
Sn -0.252 0.330 -1.338
O 2.775 0.893 -4.243
C 1.929 0.999 -3.370
N 0.987 0.117 -3.013
C 0.475 -0.863 -3.887
C 1.227 -1.668 -4.724
C 0.577 -2.565 -5.562
C -0.806 -2.660 -5.550
C -1.571 -1.865 -4.707
C -0.933 -0.960 -3.870
N -1.559 -0.113 -2.939
C -2.849 0.225 -2.921
O -3.741 -0.048 -3.707
C -3.172 1.128 -1.739
C -4.456 1.606 -1.556
C -4.719 2.390 -0.448
C -3.696 2.672 0.448
C -2.439 2.161 0.199
N -2.189 1.418 -0.882
C 1.792 2.332 -2.652
C 2.729 3.335 -2.838
C 2.501 4.567 -2.252
C 1.347 4.760 -1.503
C 0.472 3.702 -1.354
N 0.691 2.519 -1.923
H 2.302 -1.567 -4.729
H 1.157 -3.192 -6.226
H -1.304 -3.363 -6.206
H -2.648 -1.929 -4.694
H -5.209 1.332 -2.280
H -5.718 2.769 -0.273
H -3.868 3.269 1.332
H -1.602 2.321 0.869
H 3.595 3.123 -3.447
H 3.210 5.374 -2.381
H 1.127 5.711 -1.040
H -0.430 3.793 -0.762
N -1.242 -2.967 5.804
C -1.356 -2.823 4.428
C -1.369 -1.549 3.852
C -1.533 -1.402 2.489
C -1.686 -2.525 1.686
C -1.674 -3.794 2.244
C -1.514 -3.942 3.609
S -1.883 -2.320 -0.048
O -2.833 -1.253 -0.261
O -2.124 -3.598 -0.639
N -0.469 -1.666 -0.559
C 0.740 -2.286 -0.328
N 1.789 -1.531 -0.682
C 2.992 -2.054 -0.515
C 3.174 -3.319 0.019
C 2.022 -4.002 0.369
N 0.802 -3.504 0.203
H -0.812 -2.200 6.294
H -0.927 -3.867 6.127
H -1.262 -0.677 4.485
H -1.534 -0.416 2.043
H -1.780 -4.652 1.595
H -1.511 -4.932 4.051
H 3.831 -1.436 -0.817
H 4.157 -3.746 0.154
H 2.072 -4.996 0.802
C 3.095 3.195 2.768
Si 1.791 1.911 3.138
C 0.465 2.621 4.247
C 2.539 0.382 3.900
C 1.010 1.411 1.546
C 0.549 1.018 0.494
H 3.601 3.517 3.681
H 2.654 4.075 2.297
H 3.848 2.791 2.088
H 0.884 2.915 5.212
H -0.318 1.883 4.429
H 0.003 3.503 3.800
H 3.020 0.608 4.854
H 3.290 -0.050 3.235
H 1.771 -0.375 4.073
```

Summary:
**HOMO**: -0.2804 Ha
**Energy relative to the best compared isomer or geometry (same formula, charge and spin)**: 10.1 kJ/mol
**LUMO energy**: -0.12 eV

Löwdin population analysis, charges in e, atoms 1 to 6:
1 Sn 1.27
2 O 0.07
3 C -0.46
4 N -0.02
5 C -0.21
6 C -0.01

---

2.
Formula: C6H11N2O2PS
Source: OMol25
Level of theory: ωB97M-V with the def2-TZVPD basis set

```
23
Properties=species:S:1:pos:R:3
C 0.205 -0.340 1.168
C -0.823 -2.244 -1.649
C -1.018 0.414 1.549
C 1.470 -0.136 2.000
C 0.266 -3.293 -1.690
C -1.577 3.310 -1.074
N 0.347 -1.079 0.122
N -0.671 -1.515 -0.553
O -1.636 -2.091 -2.536
O -1.050 2.215 -0.356
P -2.031 0.920 0.152
S -3.883 1.437 0.536
H -1.481 -0.321 2.252
H -0.599 1.236 2.147
H 1.728 0.868 1.780
H 2.252 -0.878 1.791
H 1.214 -0.219 3.033
H 0.353 -3.887 -2.709
H 0.119 -3.869 -0.808
H 1.262 -2.808 -1.497
H -2.616 3.404 -0.796
H -1.614 2.873 -2.135
H -0.956 4.137 -0.935
```

Summary:
**HOMO (spin up / spin down)**: -0.3292 / -0.3091 Ha
**Energy relative to the best compared isomer or geometry (same formula, charge and spin)**: 146.0 kJ/mol
**LUMO energy (spin up / spin down)**: -1.70 / -1.51 eV

Löwdin population analysis, charges in e, atoms 1 to 6:
1 C -0.37
2 C -0.59
3 C -0.31
4 C -0.02
5 C -0.02
6 C -0.15

---

3.
Formula: C4H5N3
Source: OMol25
Level of theory: ωB97M-V with the def2-TZVPD basis set

```
12
Properties=species:S:1:pos:R:3
N -0.051 1.918 1.282
C -0.076 0.850 0.449
N 1.037 0.472 -0.151
C 1.028 -0.731 -0.744
C 0.018 -1.680 -0.372
C -1.309 -0.995 0.060
N -1.323 0.317 0.272
H -0.935 2.377 1.467
H 0.786 2.482 1.262
H 1.928 -1.074 -1.260
H 0.027 -2.709 -0.742
H -1.130 -1.227 -1.523
```

Summary:
**HOMO (spin up / spin down)**: -0.2865 / -0.2867 Ha
**Energy relative to the best compared isomer or geometry (same formula, charge and spin)**: 519.4 kJ/mol
**LUMO energy (spin up / spin down)**: -0.45 / -0.45 eV

Löwdin population analysis, charges in e, atoms 1 to 6:
1 N 0.15
2 C -0.50
3 N 0.11
4 C -0.16
5 C -0.11
6 C -0.17

---

4.
Formula: C2H2N4O8
Source: OMol25
Level of theory: ωB97M-V with the def2-TZVPD basis set

```
16
Properties=species:S:1:pos:R:3
O -1.578 -2.347 -0.193
N -0.652 -1.571 -0.323
O 0.515 -1.902 -0.533
C -0.977 -0.145 -0.320
N -0.335 0.632 -1.335
O -0.664 1.820 -1.529
O 0.545 0.068 -1.936
N -1.658 0.428 0.677
O -2.029 -0.200 1.664
O -1.968 1.705 0.561
H -1.752 2.231 -0.334
O 0.631 1.398 1.423
C 1.475 0.609 1.182
N 2.035 -0.217 0.499
O 3.235 -0.898 0.578
H 3.175 -1.612 -0.079
```

Summary:
**SMILES string**: O=[N+]([O-])C([N+](=O)[O-])=[N+]([O-])O.O=C=NO
**HOMO (spin up / spin down)**: -0.3796 / -0.3796 Ha
**Energy relative to the best compared isomer or geometry (same formula, charge and spin)**: 50.4 kJ/mol
**LUMO energy (spin up / spin down)**: -1.86 / -1.86 eV

Löwdin population analysis, charges in e, atoms 1 to 6:
1 O 0.13
2 N -0.29
3 O 0.07
4 C -0.08
5 N -0.28
6 O 0.05

---

5.
Formula: C13H7Cl2N2O6
Source: OMol25
Level of theory: ωB97M-V with the def2-TZVPD basis set

```
30
Properties=species:S:1:pos:R:3
Cl 3.245 3.274 -1.349
C 1.551 3.164 -1.338
C 0.773 4.254 -1.516
C -0.694 4.193 -1.559
O -1.392 5.196 -1.659
C -1.269 2.798 -1.492
Cl -2.930 2.691 -1.843
C -0.487 1.713 -1.288
C 0.978 1.782 -1.169
O 1.677 0.773 -1.050
H 1.240 5.228 -1.599
H -0.942 0.731 -1.296
O -0.580 -3.948 -1.705
N 0.285 -4.156 -0.825
O 1.065 -5.137 -0.862
C 0.412 -3.244 0.274
C 1.455 -3.453 1.186
C 1.590 -2.569 2.262
C 0.717 -1.489 2.413
C -0.290 -1.191 1.430
C -1.126 -0.034 1.551
N -2.245 0.212 0.774
O -3.053 1.134 1.121
O -2.479 -0.469 -0.271
C -0.459 -2.148 0.389
H 2.129 -4.291 1.028
H 2.408 -2.734 2.960
H 0.794 -0.826 3.271
H -1.097 0.540 2.472
H -1.275 -1.995 -0.312
```

Summary:
**Total charge**: -1
**HOMO**: -0.1477 Ha
**LUMO energy**: 0.56 eV

Löwdin population analysis, charges in e, atoms 1 to 6:
1 Cl 0.75
2 C -0.59
3 C -0.02
4 C -0.40
5 O 0.07
6 C -0.57

---

6.
Formula: C35H58FN3O14S
Source: OMol25
Level of theory: ωB97M-V with the def2-TZVPD basis set

```
112
Properties=species:S:1:pos:R:3
N -3.343 -0.126 0.015
C -3.605 -1.095 0.903
C -3.866 -2.590 0.373
C -2.784 -3.637 0.927
C -1.388 -3.104 1.327
C -0.308 -4.148 1.842
C 1.142 -3.567 2.202
C 2.209 -4.159 1.154
C 1.852 -3.917 -0.382
O 0.965 -3.153 -0.836
O 2.674 -4.619 -1.349
C -0.541 -5.665 1.980
F 0.432 -6.617 2.426
C -1.971 -6.240 1.604
N -2.347 -7.644 1.725
S -3.974 -7.553 1.123
N -4.265 -5.892 0.742
C -3.037 -5.189 1.067
H -3.201 0.783 0.500
H -3.644 -0.789 2.017
H -4.904 -3.000 0.626
H -3.768 -2.549 -0.782
H -1.093 -2.004 1.253
H 1.186 -2.416 2.256
H 1.372 -3.930 3.279
H 3.221 -3.619 1.336
H 2.335 -5.282 1.407
H 2.892 -3.944 -2.046
O 4.688 -2.383 4.563
C 5.618 -3.024 4.130
O 6.627 -2.402 3.487
C 7.845 -3.043 3.079
C 7.671 -3.749 1.749
C 5.625 -4.523 4.219
H 8.220 -3.705 3.864
H 8.586 -2.247 2.967
H 6.922 -4.542 1.808
H 8.615 -4.190 1.421
H 7.325 -3.046 0.988
H 5.008 -4.931 3.416
H 5.203 -4.813 5.183
H 6.618 -4.965 4.175
O -6.841 -2.774 -1.769
C -6.396 -2.881 -2.891
O -5.127 -3.296 -3.074
C -4.553 -3.610 -4.353
C -4.057 -2.361 -5.050
C -7.211 -2.474 -4.084
H -5.254 -4.186 -4.964
H -3.705 -4.270 -4.154
H -4.870 -1.660 -5.253
H -3.575 -2.613 -5.997
H -3.337 -1.833 -4.419
H -7.158 -1.389 -4.199
H -8.248 -2.768 -3.909
H -6.909 -2.953 -5.012
O -1.903 -3.943 -7.589
C -1.615 -3.000 -8.297
O -1.926 -1.744 -7.911
C -1.491 -0.555 -8.588
C -2.401 -0.231 -9.756
C -0.991 -3.215 -9.646
H -0.440 -0.634 -8.879
H -1.548 0.252 -7.855
H -2.391 -1.022 -10.509
H -2.094 0.703 -10.234
H -3.434 -0.131 -9.418
H -1.772 -3.476 -10.362
H -0.280 -4.040 -9.568
H -0.429 -2.361 -10.015
O -1.162 0.409 4.667
C -0.877 1.347 3.956
O -1.185 2.602 4.339
C -0.746 3.781 3.649
C -1.656 4.102 2.481
C -0.261 1.134 2.605
H 0.304 3.692 3.355
H -0.795 4.597 4.376
H -1.656 3.304 1.736
H -1.345 5.028 1.994
H -2.689 4.213 2.822
H -1.046 0.873 1.891
H 0.452 0.310 2.677
H 0.298 1.989 2.235
O 2.808 2.465 2.334
C 3.090 3.409 1.629
O 2.774 4.660 2.023
C 3.199 5.855 1.349
C 2.282 6.183 0.188
C 3.709 3.202 0.277
H 4.249 5.784 1.052
H 3.142 6.659 2.088
H 2.291 5.395 -0.569
H 2.581 7.120 -0.286
H 1.249 6.275 0.533
H 2.925 2.941 -0.438
H 4.423 2.379 0.348
H 4.266 4.060 -0.092
O -0.192 9.174 1.871
C -0.203 8.790 3.019
O 0.537 9.426 3.948
C 0.474 9.158 5.358
C 1.349 7.977 5.727
C -0.964 7.556 3.411
H -0.562 9.037 5.686
H 0.852 10.054 5.856
H 1.019 7.060 5.235
H 1.336 7.812 6.807
H 2.379 8.152 5.409
H -0.371 6.676 3.155
H -1.901 7.537 2.852
H -1.235 7.518 4.464
```

Summary:
**HOMO**: -0.2968 Ha
**LUMO energy**: -0.77 eV

Löwdin population analysis, charges in e, atoms 1 to 6:
1 N 0.05
2 C -0.21
3 C -0.13
4 C -0.09
5 C 0.05
6 C -0.10